Below is a gas-phase ion, C11H18N4 (charge +2), with properties calculated with ωB97M-V/def2-TZVPD.

Calculated values
- net charge = +2
- spin multiplicity = 1
- calculated total energy (Eh) = -648.17238
- LUMO (eV) = -6.99
- HOMO-LUMO gap (eV) = 9.1

The geometry in XYZ format:
```
33
Properties=species:S:1:pos:R:3:nbo_charge:R:1
C -3.6502 -2.2042 -0.3008 -0.66
C -2.5169 -1.3261 0.1746 -0.22
N -2.8370 0.1445 0.0768 -0.50
C -1.8365 1.0489 0.7685 -0.08
C -0.8316 0.6359 1.5483 0.47
N 0.1506 0.2321 2.1508 -0.59
C -1.9057 2.5016 0.2784 -0.49
C -0.9549 2.8155 -0.8085 -0.18
C 0.1960 2.3064 -1.1251 -0.05
N 0.8408 1.2729 -0.5239 -0.34
C 1.5439 0.6882 0.2234 0.77
N 2.6142 0.2520 0.7404 -0.55
C 3.9137 0.4335 0.1159 -0.10
C 5.1115 -0.1957 0.8410 -0.42
C 4.6651 -0.7231 -0.5392 -0.41
H -4.6146 -2.0038 0.1671 0.24
H -3.9871 -1.9177 -1.3775 0.23
H -3.2461 -3.2705 -0.4078 0.29
H -1.6770 -1.4898 -0.4625 0.23
H -2.3183 -1.5255 1.3207 0.23
H -3.8408 0.2349 0.3852 0.46
H -2.8682 0.3840 -0.8896 0.44
H 0.2028 0.0587 3.0978 0.43
H -1.7793 3.3867 1.1102 0.31
H -2.9904 2.7529 -0.0591 0.27
H -1.3787 3.6610 -1.2685 0.26
H 0.8250 2.5999 -1.9501 0.27
H 2.5182 -0.5169 1.3334 0.44
H 3.9959 1.4512 -0.2629 0.24
H 4.9818 -0.7653 1.7981 0.24
H 6.0558 0.4000 1.0112 0.27
H 5.3587 -0.4685 -1.4474 0.27
H 4.2317 -1.6590 -0.6124 0.23
```